# 1
16
Properties=species:S:1:pos:R:3:mulliken_charge:R:1 method="wB97M-V/def2-TZVPD" energy_ev=-10798.381 lumo_energy_ev=-0.14 e_homo_ev=-8.82 charge=0
C -0.84928 -2.69090 -1.81910 -0.34
C -1.21177 -3.44995 -0.70390 -0.12
C 1.00145 4.36853 1.36315 -0.32
C 0.09028 3.53634 1.67048 -0.27
C 0.43768 0.69284 -0.00106 -0.27
C 0.24493 -0.49686 0.59768 -0.11
N -0.28799 -1.61513 -1.47287 -0.65
N -0.76981 -2.75952 0.34905 -0.88
N -0.18336 -1.58016 -0.08674 0.88
H -1.10683 -2.81110 -2.82403 0.40
H -1.51234 -4.35125 -0.36908 0.47
H 1.13798 4.01137 0.36549 0.31
H 1.53327 5.26240 1.74711 0.32
H 0.85287 1.63217 0.70104 0.00
H 0.20316 0.89315 -1.17497 0.25
H 0.41977 -0.64193 1.65776 0.33

---

# 2
9
Properties=species:S:1:pos:R:3:mulliken_charge:R:1 method="wB97M-V/def2-TZVPD" energy_ev=-19551.476 lumo_energy_ev=0.31 e_homo_ev=-11.02 charge=0
C -0.57007 -0.34354 -1.14791 0.22
N -1.04343 -0.46542 0.05604 -0.34
O 0.43810 0.33761 -1.55092 -0.40
O 1.26674 -0.85448 1.21701 -0.52
O 0.38669 1.35876 0.98604 -0.52
S 0.09398 -0.00335 1.11854 0.72
H -1.25830 -0.47627 -2.01599 0.33
H 1.21929 0.52050 -0.99229 0.39
H -0.53299 -0.07380 2.32947 0.13

---

# 3
99
Properties=species:S:1:pos:R:3:mulliken_charge:R:1 method="wB97M-V/def2-TZVPD" energy_ev=-103892.405 lumo_energy_ev=-0.21 e_homo_ev=-7.66 charge=0
Sn 0.64297 0.83083 -1.41355 1.33
C 2.49376 -5.35662 -2.46959 -1.37
C 2.78770 -4.03419 -1.81768 0.52
O 2.27708 -3.80074 -0.56167 -0.33
C 3.63435 -3.06128 -2.16418 -0.65
C 3.75569 -2.19040 -1.04832 1.13
C 4.66600 -1.01744 -0.78764 -1.09
N 2.90361 -2.64292 -0.13299 1.16
N 2.57089 -2.14973 1.04646 -1.47
C 1.64179 -1.22040 0.98818 0.40
O 1.00739 -0.91680 -0.08834 0.23
C 1.29009 -0.57531 2.31494 1.15
C 1.50745 -1.33369 3.47135 -0.64
C 1.20333 -0.79401 4.69509 -0.98
C 0.73116 0.52330 4.77848 -0.61
C 0.45739 1.25473 3.66954 -1.34
C 0.79953 0.69523 2.45394 1.48
H 1.44330 -5.34784 -2.75633 0.32
H 2.80412 -6.19691 -1.89242 0.39
H 3.06675 -5.40633 -3.36294 0.40
H 4.16787 -2.99553 -3.13702 0.30
H 5.30709 -0.96045 -1.65434 0.44
H 5.21929 -1.14981 0.09401 0.47
H 4.14607 -0.06912 -0.76261 -0.11
H 1.91303 -2.33761 3.45127 0.45
H 1.33276 -1.37583 5.61217 0.38
H 0.36836 0.88148 5.75074 0.37
H 0.03750 2.22935 3.79733 0.47
H 0.47512 1.18048 1.54927 -0.50
C -2.69590 -3.66420 -0.10144 -1.51
C -3.25482 -2.52548 -0.96396 0.52
C -2.48347 -2.44616 -2.30096 -1.37
Sb -3.10541 -0.56669 -0.13493 0.55
C -4.90603 0.50971 -0.59961 0.43
C -4.66029 1.67732 -1.58716 -1.59
C -5.96465 -0.32067 -1.32229 -1.65
C -3.40234 -0.82578 1.91743 0.55
C -2.14301 -1.48807 2.44025 -1.29
C -4.68510 -1.52574 2.28839 -1.41
H -2.75727 -4.53787 -0.74102 0.53
H -3.25448 -4.00218 0.82377 0.30
H -1.59869 -3.55369 0.16665 0.11
H -4.27746 -2.82390 -1.18778 0.36
H -1.43425 -2.28615 -2.12385 0.10
H -2.89410 -1.57784 -2.86610 0.26
H -2.66319 -3.38005 -2.88793 0.50
H -5.33331 0.91293 0.27913 0.47
H -4.53936 1.28966 -2.59799 0.37
H -3.85972 2.31845 -1.28854 0.25
H -5.63158 2.18888 -1.58290 0.52
H -5.58168 -0.54055 -2.30374 0.39
H -6.87734 0.34937 -1.39757 0.41
H -6.31333 -1.21247 -0.83157 0.36
H -3.40642 0.18930 2.17084 0.33
H -1.96439 -2.52890 2.24625 0.21
H -2.05548 -1.24759 3.48788 0.54
H -1.35653 -0.91863 1.89896 -0.18
H -4.90253 -2.38904 1.67790 0.26
H -5.61789 -0.94067 2.24666 0.32
H -4.61097 -1.85960 3.34816 0.40
C -2.41059 4.29966 2.69075 -1.47
C -2.58696 3.16284 1.74614 0.86
N -1.69630 3.08145 0.74769 0.29
O -3.42620 2.34031 1.97642 -0.59
H -3.27797 4.33616 3.20653 0.59
H -2.39193 5.31211 2.15750 0.29
H -1.62238 4.14845 3.42634 0.16
H -1.06571 3.85650 0.65921 0.13
H -1.82456 2.34753 0.07210 -0.25
F 1.99516 -2.32139 -4.85264 -0.26
C 1.03440 -1.38077 -4.93134 0.18
F 0.61477 -1.31620 -6.16387 -0.26
F 0.02709 -1.85564 -4.16666 -0.08
C 1.60404 -0.02554 -4.38013 1.16
O 1.63457 -0.02408 -3.03855 -1.23
C 3.01200 0.26234 -4.91557 0.28
F 3.10555 -0.08828 -6.19999 -0.27
F 3.94579 -0.46711 -4.32083 -0.13
F 3.34251 1.60175 -4.85232 -0.26
C 0.69961 1.14773 -4.95642 0.24
F 0.86955 2.27701 -4.21542 -0.20
F -0.59583 0.85389 -5.03921 -0.25
F 1.10893 1.45677 -6.21420 -0.27
O 0.51430 4.93396 1.14346 -0.75
S 1.90149 4.68670 0.85430 1.14
O 2.60979 5.87240 0.37626 -0.74
N 1.88553 3.48629 -0.18275 -0.40
C 2.57841 2.41740 0.26135 0.28
O 2.66989 1.30070 -0.36031 -0.53
C 3.21812 2.62669 1.56758 0.18
C 4.11281 1.79802 2.25177 0.12
C 4.54617 2.15025 3.51334 -0.84
C 4.11102 3.37195 4.07719 -0.51
C 3.35329 4.28275 3.33700 -0.70
C 2.86628 3.88054 2.10896 0.09
H 4.47230 0.91572 1.74578 0.27
H 5.09227 1.50441 4.15492 0.45
H 4.40691 3.62187 5.06188 0.47
H 3.14538 5.20872 3.85763 0.46